Record 1
{"formula": "C3H3NOS", "method": "ωB97M-V/def2-TZVPD", "homo_lumo_gap_ha": [0.2138, 0.2138], "total_energy_ha": -644.0456, "homo_ev": [-7.1, -7.1], "symbols": ["C", "C", "C", "N", "O", "S", "H", "H", "H"], "xyz": [[1.8499, -1.8148, 0.4259], [0.9938, -0.8860, 0.6669], [0.2787, -0.0238, 1.2496], [-0.8077, 0.4672, -1.2334], [-0.4445, 0.8497, 1.5721], [-1.3999, 1.6611, -0.4600], [2.2247, -2.1760, -0.4861], [0.1085, 0.6882, -1.5013], [-2.8036, 1.2345, -0.2336]]}



Record 2
{"formula": "C5H12IN2", "method": "ωB97M-V/def2-TZVPD", "homo_lumo_gap_ha": 0.3515, "total_energy_ha": -604.5601, "smiles": "C[C@@H]1[C@H]([NH2+]CI)N1C", "homo_ev": -13.4, "total_charge": 1, "symbols": ["C", "C", "C", "N", "C", "I", "N", "C", "H", "H", "H", "H", "H", "H", "H", "H", "H", "H", "H", "H"], "xyz": [[0.3848, -1.1067, -2.0381], [-0.4348, -1.1377, -0.7608], [-0.7167, 0.0004, 0.0652], [-0.1275, 1.3286, -0.3112], [-0.2544, 2.3779, 0.7985], [0.0715, 4.3516, -0.0699], [0.3621, -0.9053, 0.4055], [0.4832, -1.6638, 1.6188], [1.2303, -0.3270, -2.0450], [-0.2946, -0.9605, -3.0109], [0.6207, -2.1749, -2.0237], [-1.1144, -1.9482, -0.5992], [-1.4955, 0.0654, 0.8731], [-0.4740, 1.6530, -1.2261], [0.8983, 1.4859, -0.3991], [-1.2923, 2.2661, 1.1977], [0.5029, 2.2849, 1.6856], [-0.2187, -1.4093, 2.3920], [0.2909, -2.7050, 1.3911], [1.5783, -1.4753, 2.0564]]}



Record 3
{"formula": "C31H33BiBrFN6O4SSi", "method": "ωB97M-V/def2-TZVPD", "homo_lumo_gap_ha": 0.1928, "total_energy_ha": -5406.7175, "homo_ev": -7.4, "symbols": ["Bi", "C", "C", "C", "C", "C", "C", "H", "H", "H", "H", "H", "H", "C", "Si", "C", "C", "N", "C", "C", "C", "C", "C", "C", "F", "H", "H", "H", "H", "H", "H", "H", "H", "H", "H", "H", "H", "H", "O", "C", "O", "C", "C", "C", "N", "C", "C", "C", "O", "O", "H", "H", "H", "Br", "C", "C", "C", "C", "N", "C", "H", "H", "H", "H", "C", "C", "C", "N", "N", "C", "N", "S", "H", "H", "H", "H", "H", "H", "H"], "xyz": [[10.1193, 13.5094, 11.4000], [14.9566, 12.0544, 17.9928], [15.0293, 11.4359, 16.7257], [14.5125, 12.0883, 15.6487], [13.7355, 13.2710, 15.8235], [13.6325, 13.8522, 17.0544], [14.2159, 13.2182, 18.1507], [15.3965, 11.6031, 18.8818], [15.5143, 10.4376, 16.6065], [14.5708, 11.7120, 14.6209], [13.2719, 13.7260, 14.9174], [13.2159, 14.8178, 17.2496], [14.0515, 13.6202, 19.1672], [8.6832, 10.6203, 12.7555], [7.6709, 10.9827, 11.1844], [7.5958, 9.3385, 10.3744], [5.9817, 11.6514, 11.6992], [8.4747, 12.1496, 10.1986], [7.9913, 12.4975, 8.9273], [6.6622, 12.2666, 8.5151], [6.2230, 12.6752, 7.2299], [7.0961, 13.2797, 6.3135], [8.4692, 13.3144, 6.6188], [8.8493, 12.9894, 7.8855], [10.1498, 13.1852, 8.2376], [8.1919, 9.8226, 13.3103], [8.7937, 11.4566, 13.4345], [9.7192, 10.3223, 12.4423], [6.8636, 8.6540, 10.8435], [8.5635, 8.8601, 10.5770], [7.3982, 9.4443, 9.3241], [5.8619, 11.5415, 12.7935], [5.1784, 11.1347, 11.2354], [5.9908, 12.7089, 11.5747], [5.9871, 11.7738, 9.2037], [5.1786, 12.4366, 6.9950], [6.7862, 13.5997, 5.3479], [9.2280, 13.7202, 5.9512], [10.4673, 20.4192, 12.9503], [9.3770, 20.0894, 12.3917], [8.3496, 20.7422, 12.1597], [9.4693, 18.7092, 11.8456], [8.2837, 18.0751, 11.3664], [8.4106, 16.7499, 10.9103], [9.5466, 16.0044, 10.9541], [10.6520, 16.7037, 11.2552], [10.6907, 18.0221, 11.6668], [11.9523, 15.9196, 11.1314], [12.9632, 16.3681, 11.6268], [11.8680, 14.7178, 10.4913], [7.3124, 18.5010, 11.3141], [7.4519, 16.1531, 10.7246], [11.7176, 18.4903, 11.8452], [4.5516, 13.8969, 16.0563], [6.4226, 13.6482, 16.0048], [7.0508, 13.2089, 17.1562], [8.4291, 13.2911, 17.2799], [9.1470, 13.7345, 16.1891], [8.5431, 13.9711, 15.0435], [7.2342, 14.0599, 14.9077], [6.4588, 12.8707, 18.0108], [8.9525, 13.1039, 18.2210], [10.2495, 13.8005, 16.2163], [6.8321, 14.3858, 13.9174], [11.1776, 7.7521, 9.3462], [12.0308, 8.0585, 10.6098], [12.1868, 9.5403, 10.7665], [11.3297, 10.4258, 11.0214], [11.7697, 11.7012, 10.9379], [13.0613, 11.8132, 10.7058], [13.7837, 12.9057, 10.5080], [13.7494, 10.2092, 10.4646], [10.9096, 6.6828, 9.2815], [11.7179, 8.1053, 8.4703], [10.2553, 8.3325, 9.4040], [13.0360, 7.6237, 10.5337], [11.5181, 7.7303, 11.5228], [13.2707, 13.8465, 10.5499], [14.7723, 12.8855, 10.2853]]}



Record 4
{"formula": "H13O6", "method": "ωB97M-V/def2-TZVPD", "homo_lumo_gap_ha": 0.4251, "total_energy_ha": -458.9095, "homo_ev": -14.9, "total_charge": 1, "symbols": ["O", "H", "H", "H", "O", "H", "H", "O", "H", "H", "O", "H", "H", "O", "H", "H", "O", "H", "H"], "xyz": [[44.4090, 45.9010, 37.4190], [44.5560, 46.7530, 37.9030], [44.1040, 46.0730, 36.4360], [44.1560, 45.3180, 38.1000], [43.2150, 45.9800, 34.8610], [43.3020, 45.7810, 33.9180], [42.4500, 46.5760, 34.9270], [46.4220, 47.5810, 37.0250], [47.0510, 47.4770, 37.9560], [46.7170, 46.7880, 36.4290], [43.1060, 48.6300, 37.2320], [42.7990, 49.5200, 37.6570], [42.3700, 48.1270, 36.8510], [43.5480, 43.9340, 39.0040], [43.0550, 44.4830, 39.6900], [43.1380, 43.0550, 38.8060], [45.5650, 46.1650, 39.8890], [45.1710, 45.6990, 40.5250], [46.6170, 45.9050, 39.7410]]}



Record 5
{"formula": "C27H53N6OP2S", "method": "ωB97M-V/def2-TZVPD", "homo_lumo_gap_ha": 0.1432, "total_energy_ha": -2544.4925, "homo_ev": -7.1, "total_charge": 1, "symbols": ["C", "C", "O", "C", "P", "P", "S", "H", "H", "H", "H", "H", "H", "H", "H", "H", "H", "H", "C", "C", "C", "C", "N", "H", "H", "H", "H", "H", "H", "H", "C", "C", "C", "C", "N", "H", "H", "H", "H", "H", "H", "H", "C", "C", "C", "C", "N", "H", "H", "H", "H", "H", "H", "H", "C", "C", "C", "C", "N", "H", "H", "H", "H", "H", "H", "H", "C", "C", "C", "C", "N", "H", "H", "H", "H", "H", "H", "H", "C", "C", "C", "C", "N", "H", "H", "H", "H", "H", "H", "H"], "xyz": [[-6.6997, 1.7522, -1.3709], [-6.4019, 1.9997, 0.2563], [-5.7203, 0.7813, 0.7225], [-5.3583, 0.8553, 2.1495], [-3.6296, -0.0323, 2.2861], [-2.7054, 0.2500, 0.2888], [-2.6634, 2.1211, -0.2422], [-7.8154, 1.4407, -1.5397], [-6.0474, 0.8077, -1.6989], [-6.3333, 2.6426, -2.0398], [-7.4291, 2.1846, 0.8302], [-5.7636, 2.9794, 0.3380], [-6.0807, 0.2065, 2.8149], [-5.3300, 1.9415, 2.5939], [-3.9261, -1.4455, 2.4077], [-2.8127, 0.4963, 3.3552], [-3.4166, -0.4891, -0.7273], [-1.3458, -0.2270, 0.3135], [-1.8112, -1.2251, 7.1401], [-2.4483, -0.0740, 7.9120], [-3.9752, -0.1598, 7.9555], [-4.5326, -0.1128, 6.5422], [-4.9950, -0.0738, 5.3698], [-2.1174, -1.2256, 6.0892], [-0.7202, -1.1380, 7.1599], [-2.0844, -2.1911, 7.5798], [-2.1419, 0.8737, 7.4523], [-2.0602, -0.0752, 8.9365], [-4.3823, 0.6785, 8.5306], [-4.2947, -1.0897, 8.4384], [1.1923, -3.9959, 3.7660], [1.4643, -2.4950, 3.7747], [2.2562, -2.0410, 5.0025], [1.4732, -2.3607, 6.2655], [0.8236, -2.6258, 7.3133], [0.5773, -4.3003, 4.6187], [0.6502, -4.2785, 2.8580], [2.1288, -4.5646, 3.7952], [0.5072, -1.9610, 3.7310], [2.0228, -2.2297, 2.8703], [2.4369, -0.9620, 4.9550], [3.2272, -2.5464, 5.0427], [-1.0727, 3.3723, -5.8967], [-2.2031, 3.4475, -4.8752], [-1.8109, 2.8773, -3.5108], [-1.4360, 1.4114, -3.6554], [-1.1250, 0.1953, -3.7752], [-0.7828, 2.3372, -6.1034], [-1.3884, 3.8163, -6.8461], [-0.1881, 3.9147, -5.5437], [-3.0727, 2.9067, -5.2684], [-2.5029, 4.4941, -4.7532], [-2.6488, 2.9668, -2.8114], [-0.9604, 3.4275, -3.0938], [-2.2272, -2.6560, -7.7975], [-3.4820, -1.8163, -7.5801], [-3.1722, -0.3428, -7.3090], [-2.3278, -0.2187, -6.0512], [-1.6274, -0.1156, -5.0078], [-1.5893, -2.6675, -6.9081], [-2.4978, -3.6940, -8.0159], [-1.6393, -2.2724, -8.6391], [-4.0495, -2.2377, -6.7413], [-4.1180, -1.8908, -8.4690], [-4.1030, 0.2180, -7.1739], [-2.6296, 0.0979, -8.1524], [5.7250, -0.6283, 0.9185], [5.8438, -0.8012, 2.4294], [6.1832, -2.2356, 2.8392], [5.0879, -3.1775, 2.3664], [4.1794, -3.9590, 1.9742], [4.9116, -1.2330, 0.5052], [5.5104, 0.4162, 0.6714], [6.6566, -0.9133, 0.4165], [4.9001, -0.4942, 2.8967], [6.6226, -0.1280, 2.8041], [6.2708, -2.3043, 3.9287], [7.1386, -2.5451, 2.4017], [7.1213, 0.7292, -3.5677], [7.3933, 2.2301, -3.5589], [8.1852, 2.6841, -2.3311], [7.4021, 2.3644, -1.0681], [6.7526, 2.0993, -0.0204], [6.5062, 0.4248, -2.7149], [6.5792, 0.4466, -4.4757], [8.0577, 0.1605, -3.5384], [6.4361, 2.7641, -3.6027], [7.9517, 2.4954, -4.4633], [8.3659, 3.7632, -2.3786], [9.1561, 2.1787, -2.2909]]}